(1)
DFT (ωB97M-V/def2-TZVPD) results for a molecular structure, C29H63Ca2N2O11P in a non-equilibrium geometry.

Structure (XYZ):
```
108
Properties=species:S:1:pos:R:3
Ca 5.360 -11.556 -21.911
Ca 4.548 -11.482 -16.685
P 7.829 -12.782 -18.889
O 8.260 -14.263 -18.773
O 7.627 -12.001 -17.577
O 6.347 -13.160 -19.046
O 8.016 -11.946 -20.180
O 2.595 -6.916 -19.192
C 2.898 -8.094 -18.682
O 3.300 -9.075 -19.359
O 2.862 -8.217 -17.456
H 2.266 -6.526 -18.379
C -2.047 -4.602 -22.215
C -3.387 -4.534 -22.960
C -2.960 -4.693 -24.452
O -1.541 -4.797 -24.459
C -1.187 -5.337 -23.218
H -2.108 -5.015 -21.208
H -1.574 -3.639 -22.023
H -3.733 -3.514 -22.790
H -4.166 -5.249 -22.695
H -3.305 -3.837 -25.032
H -3.382 -5.557 -24.966
H -0.141 -5.178 -22.956
H -1.389 -6.408 -23.202
C -3.279 -4.725 -15.167
C -2.638 -5.730 -14.249
C -1.292 -6.044 -14.967
O -1.211 -5.154 -16.085
C -2.042 -4.097 -15.796
H -3.951 -4.048 -14.639
H -3.778 -5.214 -16.004
H -3.258 -6.617 -14.115
H -2.440 -5.244 -13.293
H -1.355 -7.088 -15.273
H -0.477 -5.927 -14.252
H -2.319 -3.666 -16.758
H -1.555 -3.329 -15.196
C 6.193 -9.416 -10.913
C 5.109 -8.387 -11.023
C 5.035 -8.201 -12.528
O 5.199 -9.546 -13.040
C 6.116 -10.205 -12.193
H 6.151 -10.023 -10.009
H 7.202 -9.003 -10.909
H 5.417 -7.436 -10.590
H 4.193 -8.689 -10.515
H 5.755 -7.467 -12.889
H 4.135 -7.795 -12.991
H 7.070 -10.324 -12.707
H 5.600 -11.151 -12.028
C -3.276 -9.666 -18.992
C -4.089 -10.074 -17.793
C -3.449 -11.348 -17.263
O -2.705 -11.898 -18.363
C -2.230 -10.762 -19.132
H -2.816 -8.713 -18.731
H -3.908 -9.599 -19.878
H -5.117 -10.244 -18.112
H -4.133 -9.357 -16.974
H -4.223 -12.028 -16.907
H -2.736 -11.227 -16.447
H -2.058 -11.108 -20.152
H -1.216 -10.546 -18.794
C 1.469 2.001 -17.257
C 1.433 0.735 -16.425
N 2.466 0.746 -15.423
C 2.770 -0.557 -14.862
C 3.404 -1.484 -15.956
C 2.359 1.854 -14.371
C 1.016 1.996 -13.639
H 2.484 2.123 -17.636
H 1.200 2.918 -16.734
H 0.761 1.859 -18.073
H 0.447 0.658 -15.966
H 1.635 -0.073 -17.129
H 3.392 -0.368 -13.987
H 1.834 -0.966 -14.479
H 4.267 -0.943 -16.343
H 3.745 -2.431 -15.537
H 2.839 -1.748 -16.850
H 2.587 2.837 -14.783
H 3.150 1.682 -13.641
H 0.244 2.268 -14.358
H 1.010 2.835 -12.943
H 0.775 1.046 -13.163
C 3.877 -9.262 -25.715
C 4.604 -8.183 -24.838
N 5.951 -8.714 -24.398
C 6.880 -8.956 -25.531
C 8.256 -9.331 -25.001
C 6.545 -7.760 -23.430
C 6.788 -6.392 -23.994
H 4.421 -9.342 -26.656
H 2.897 -8.904 -26.030
H 3.781 -10.218 -25.202
H 4.767 -7.326 -25.492
H 4.018 -7.875 -23.972
H 6.503 -9.682 -26.251
H 6.941 -8.082 -26.181
H 8.251 -10.153 -24.285
H 9.021 -9.619 -25.722
H 8.770 -8.506 -24.508
H 7.435 -8.146 -22.932
H 5.923 -7.641 -22.543
H 7.196 -6.446 -25.003
H 7.517 -5.888 -23.359
H 5.912 -5.757 -24.121
```

For the strongest force on any atom, the calculation gives 6.57 eV/A. The total energy is -3776.18492 Eh.

(2)
DFT (ωB97M-V/def2-TZVPD) results for 2 unconnected molecules or ions with the total composition CH3PS in a non-equilibrium geometry.

Structure (XYZ):
```
6
Properties=species:S:1:pos:R:3
C -0.752 -2.520 1.553
P 0.492 1.352 -1.407
S -0.101 -1.801 2.776
H 1.185 0.724 -0.570
H -0.523 1.957 -0.680
H -0.300 0.288 -1.672
```

For the strongest force on any atom, the calculation gives 5.52 eV/A. The total energy is -779.30784 Eh.

Record-wise energy relative to the best compared isomer or geometry (same formula, charge and spin) values, in kcal per mole: 378.93; 66.81
Record-wise Kohn-Sham gap values, in eV: 3.28; 9.48
Record-wise E_HOMO values, in Ha: -0.204; -0.358